Below is a 13-piece molecular cluster, H24N3O22S4 overall at a distorted geometry, with properties calculated with ωB97M-V/def2-TZVPD.

```
53
Properties=species:S:1:pos:R:3
N 0.377 -0.223 0.156
H 1.142 -0.596 0.700
H 0.712 0.499 -0.466
H -0.342 0.157 0.754
H -0.043 -0.973 -0.374
N -3.636 0.001 0.058
H -3.927 0.657 -0.653
H -3.062 -0.665 -0.440
H -4.449 -0.427 0.477
H -3.030 0.368 0.778
N -0.778 3.514 0.415
H -1.085 2.574 0.625
H -0.592 4.071 1.236
H -1.586 3.897 -0.054
H 0.109 3.542 -0.068
S -1.905 1.288 2.733
O -3.267 1.719 2.714
O -1.142 2.270 3.467
O -1.779 0.052 3.500
O -1.378 1.053 1.396
S 1.932 -0.726 3.021
O 2.291 0.650 2.566
O 2.994 -1.163 3.943
O 0.670 -0.834 3.632
O 2.059 -1.634 1.919
S 2.023 2.545 -1.531
O 1.469 3.515 -0.601
O 2.214 3.204 -2.814
O 3.319 2.055 -1.033
O 1.083 1.477 -1.654
S -1.931 -2.686 -1.239
O -1.835 -1.258 -1.182
O -1.034 -3.216 -0.268
O -3.276 -3.124 -1.031
O -1.532 -3.173 -2.492
O 0.756 0.392 -4.343
H 1.005 0.515 -3.427
H 1.177 1.117 -4.805
O -1.479 1.379 -2.158
H -0.538 1.525 -2.056
H -1.635 0.527 -1.753
O 4.302 -1.614 0.919
H 3.479 -1.679 1.404
H 4.981 -1.673 1.591
O -1.516 -2.243 2.100
H -2.466 -2.222 1.983
H -1.188 -2.691 1.320
O 3.427 -0.506 -1.730
H 3.125 0.392 -1.592
H 3.862 -0.741 -0.911
O 0.923 -3.730 -1.827
H -0.022 -3.788 -1.962
H 1.019 -3.375 -0.943
```

HOMO-LUMO gap (spin up / spin down) (eV): 5.7 / 4.8
HOMO (spin up / spin down) (eV): 2.624 / 2.679
2S+1: 2
Charge: -4
<S²>: 0.76

=====

Below is H24NO10 as an isolated structure at a distorted geometry, with properties calculated with ωB97M-V/def2-TZVPD.

```
35
Properties=species:S:1:pos:R:3
N 42.108 24.524 11.408
H 42.742 25.165 11.008
H 41.327 24.395 10.632
H 41.559 25.069 12.049
H 42.497 23.572 11.792
O 39.058 25.568 11.463
H 38.235 25.227 11.653
H 39.388 25.951 12.435
O 42.106 26.513 14.797
H 42.781 26.924 14.013
H 42.361 26.878 15.702
O 44.902 25.144 11.461
H 44.853 24.463 12.061
H 45.170 24.439 10.958
O 39.705 21.833 11.676
H 40.281 21.901 12.409
H 39.360 20.811 11.693
O 41.289 23.233 14.252
H 41.599 22.297 14.547
H 41.905 23.879 14.744
O 44.032 27.625 12.956
H 44.548 26.913 12.484
H 43.402 27.760 12.219
O 42.404 22.400 9.104
H 42.698 21.561 9.542
H 41.459 22.398 8.822
O 42.053 25.991 8.535
H 41.548 26.765 8.568
H 42.914 26.273 8.190
O 40.041 26.348 13.864
H 39.724 27.261 13.932
H 40.868 26.319 14.431
O 43.978 23.567 13.764
H 44.372 22.733 13.972
H 44.206 24.091 14.629
```

HOMO-LUMO gap (eV): 9.8
HOMO (eV): -13.195
Energy relative to the best compared isomer or geometry (same formula, charge and spin) (kcal per mole): 93.9
Charge: +1

=====

Below is a 11-piece molecular cluster, H24NO10 overall at a distorted geometry, with properties calculated with ωB97M-V/def2-TZVPD.

```
35
Properties=species:S:1:pos:R:3
N -0.408 0.514 0.695
H -0.734 -0.185 0.077
H -0.851 1.374 0.492
H 0.588 0.592 0.600
H -0.574 0.150 1.588
O -2.742 1.335 -1.618
H -2.422 0.813 -2.347
H -2.924 0.718 -0.920
O 1.723 -1.472 1.144
H 1.800 -1.105 2.024
H 2.642 -1.409 0.829
O -1.435 -0.757 -2.819
H -1.154 -1.649 -3.045
H -0.630 -0.297 -2.675
O 0.546 2.677 -1.246
H 0.539 2.324 -2.122
H 1.393 3.088 -1.160
O 1.372 2.635 2.009
H 1.583 3.534 1.670
H 1.553 2.758 2.950
O 3.495 1.261 1.420
H 2.679 1.563 1.788
H 4.192 1.645 1.970
O -3.239 -0.912 -0.227
H -3.031 -1.487 0.506
H -3.337 -1.499 -0.965
O -0.432 -2.818 0.033
H -0.722 -2.998 -0.888
H 0.506 -2.756 0.089
O 1.241 -0.185 -1.889
H 1.621 -1.067 -1.845
H 1.970 0.331 -2.156
O -1.904 -2.038 1.965
H -1.213 -2.233 1.327
H -1.682 -2.438 2.758
```

HOMO-LUMO gap (eV): 10.0
HOMO (eV): -13.245
Energy relative to the best compared isomer or geometry (same formula, charge and spin) (kcal per mole): 32.6
Charge: +1

=====

Below is a 13-piece molecular cluster, H24NO15 overall at a distorted geometry, with properties calculated with ωB97M-V/def2-TZVPD.

```
40
Properties=species:S:1:pos:R:3
N -0.213 -0.080 0.705
O -0.985 0.889 0.967
O -0.264 -0.415 -0.444
O 0.803 -0.086 1.420
O 3.691 0.997 1.202
H 3.158 1.124 0.449
H 3.468 0.106 1.461
O 2.370 1.167 -1.048
H 2.507 1.376 -1.992
H 1.501 1.453 -0.893
O 2.592 -1.571 -0.426
H 1.923 -1.374 0.232
H 2.911 -0.734 -0.704
O -2.768 1.095 3.220
H -2.138 1.317 2.564
H -2.612 1.871 3.767
O -1.316 1.468 -2.434
H -1.692 0.616 -2.499
H -1.450 1.673 -3.374
O 0.463 -2.752 2.599
H 1.062 -3.453 2.944
H 0.987 -1.971 2.759
O 1.272 -0.930 -2.945
H 1.112 -0.618 -2.075
H 0.751 -1.725 -3.003
O -3.391 0.424 -0.252
H -2.427 0.436 -0.067
H -3.677 -0.484 -0.142
O -0.226 -3.294 -0.819
H -1.071 -3.566 -1.229
H -0.418 -2.369 -0.662
O 0.002 2.819 -0.404
H -0.213 2.449 -1.261
H -0.495 2.286 0.215
O -2.279 -1.339 -2.515
H -2.661 -2.050 -2.170
H -1.677 -1.062 -1.824
O 0.523 2.007 3.228
H 0.534 1.361 2.506
H 0.346 2.932 2.946
```

HOMO-LUMO gap (eV): 9.9
HOMO (eV): -7.351
Energy relative to the best compared isomer or geometry (same formula, charge and spin) (kcal per mole): 48.1
Charge: -1

=====

Below is H24NaO16S as an isolated structure at a distorted geometry, with properties calculated with ωB97M-V/def2-TZVPD.

```
42
Properties=species:S:1:pos:R:3
Na 0.355 -3.171 -0.230
S 0.178 -0.175 -0.085
O -0.649 -1.155 -0.804
O -0.610 0.529 0.931
O 1.268 -0.938 0.556
O 0.693 0.807 -1.013
O -1.111 -3.970 -1.871
H -1.797 -3.314 -1.653
H -1.580 -4.813 -1.902
O -0.045 2.588 2.897
H -0.879 3.037 3.081
H -0.293 1.662 2.753
O -0.641 -1.757 -3.546
H -0.823 -2.691 -3.436
H -0.624 -1.397 -2.637
O 3.244 -2.529 1.260
H 3.925 -1.926 1.575
H 2.523 -1.946 0.961
O -2.252 2.737 0.964
H -1.614 1.998 1.038
H -1.890 3.296 0.264
O 3.446 -0.028 -0.914
H 3.408 -0.369 -0.022
H 2.534 0.237 -1.105
O -1.445 2.541 -2.089
H -2.367 2.434 -2.352
H -1.176 1.658 -1.775
O 2.640 0.153 2.743
H 2.303 0.267 3.637
H 1.852 -0.041 2.197
O 0.371 1.153 -3.812
H -0.351 1.762 -3.603
H 0.824 1.023 -2.963
O -3.312 -1.118 0.261
H -2.583 -1.290 -0.360
H -2.906 -1.157 1.137
O 1.216 3.263 0.207
H 1.314 2.466 -0.348
H 0.613 2.986 0.918
O -1.507 -0.721 3.256
H -1.213 -1.616 3.455
H -1.038 -0.473 2.430
```

HOMO-LUMO gap (eV): 7.8
HOMO (eV): -6.938
Energy relative to the best compared isomer or geometry (same formula, charge and spin) (kcal per mole): 11.6
Charge: -1

=====

Below is H24NeO12 as an isolated structure at a distorted geometry, with properties calculated with ωB97M-V/def2-TZVPD.

```
37
Properties=species:S:1:pos:R:3
Ne 0.089 -0.269 0.278
O -0.278 -2.925 1.121
H -1.012 -2.362 1.365
H 0.305 -2.904 1.880
O 2.643 -0.795 -2.666
H 2.625 0.124 -2.401
H 1.844 -1.168 -2.294
O -0.289 1.014 -2.660
H -0.533 0.095 -2.547
H -0.050 1.086 -3.584
O -2.143 1.721 1.671
H -1.780 2.581 1.881
H -2.801 1.896 0.999
O 1.263 2.191 1.993
H 2.200 2.018 1.909
H 0.930 2.154 1.097
O 1.024 2.605 -0.729
H 0.661 1.846 -1.186
H 0.366 3.291 -0.844
O 0.890 1.284 4.492
H 0.458 0.435 4.399
H 0.926 1.633 3.601
O 3.369 1.743 -1.536
H 3.212 1.946 -2.458
H 2.614 2.112 -1.077
O 1.152 -2.589 -1.223
H 1.927 -3.151 -1.213
H 0.810 -2.636 -0.330
O -3.737 -1.523 -0.032
H -4.676 -1.349 -0.098
H -3.558 -1.521 0.908
O -0.762 -1.912 -3.129
H -0.155 -2.288 -2.492
H -1.624 -2.220 -2.850
O -2.208 -0.970 2.402
H -1.682 -1.128 3.186
H -2.020 -0.062 2.165
```

HOMO-LUMO gap (eV): 10.2
HOMO (eV): -10.350
Energy relative to the best compared isomer or geometry (same formula, charge and spin) (kcal per mole): 15.3
Charge: 0

=====

Number 1: DFT total energy -3426.521762 Eh. Number 2: DFT total energy -821.227032 Eh. Number 3: DFT total energy -821.324600 Eh. Number 4: DFT total energy -1197.684659 Eh. Number 5: DFT total energy -1778.942291 Eh. Number 6: DFT total energy -1046.237097 Eh.